Density functional theory data (ωB97M-V/def2-TZVPD) for C12H29BBrCl2CsF3Li2N3O13S3 as an isolated structure at a distorted geometry.

Values from the calculation:
HOMO energy: -3.14 eV
E_tot: -181374.733 eV
Molecular weight: 885.0 g/mol
Multiplicity: 1

CARTESIAN COORDINATES (ANGSTROEM)
C -0.506 2.006 -0.577
O -0.652 2.543 -1.935
B 0.263 3.513 -2.157
O 1.474 3.205 -2.718
N 0.058 4.976 -1.862
C 0.823 5.614 -1.049
N 0.549 6.961 -0.824
N 1.894 5.076 -0.319
O 1.434 4.373 0.797
H -0.553 0.906 -0.571
H -1.293 2.465 0.042
H 0.514 2.261 -0.214
H 1.658 2.260 -2.625
H -0.717 5.432 -2.345
H -0.467 6.998 -0.702
H 0.920 7.133 0.115
H 2.563 4.560 -0.892
H 1.948 3.555 0.944
Br -2.862 3.071 -2.787
C -4.702 -0.892 -2.117
F -3.832 -1.749 -2.691
F -4.740 0.199 -2.908
F -5.914 -1.472 -2.209
S -4.233 -0.476 -0.373
O -2.917 0.130 -0.490
O -4.235 -1.746 0.302
O -5.273 0.450 0.056
C 6.005 1.145 1.458
C 5.631 0.006 0.502
C 4.113 0.057 0.299
S 3.637 1.766 0.534
O 2.799 1.863 1.708
O 3.230 2.337 -0.737
C 5.264 2.376 0.947
H 7.081 1.311 1.489
H 5.671 0.901 2.470
H 6.136 0.154 -0.456
H 5.940 -0.963 0.888
H 3.829 -0.262 -0.702
H 3.588 -0.543 1.041
H 5.185 3.171 1.687
H 5.718 2.758 0.031
C -4.214 -4.898 0.647
S -2.554 -4.956 1.363
O -1.588 -4.667 0.267
C -2.525 -6.751 1.642
H -4.433 -3.863 0.366
H -4.261 -5.538 -0.236
H -4.947 -5.230 1.394
H -2.677 -7.274 0.699
H -3.313 -7.023 2.352
H -1.555 -7.023 2.057
O -4.524 6.470 -3.493
H -4.538 6.105 -4.387
H -4.386 5.707 -2.908
Cl 5.386 -3.857 -0.966
C 5.382 -4.686 0.613
C 4.126 -4.402 1.400
Cl 4.049 -2.707 1.944
H 6.272 -4.378 1.157
H 5.456 -5.754 0.412
H 4.101 -5.024 2.294
H 3.231 -4.609 0.817
Li -4.504 4.305 -4.005
C -5.556 -2.652 3.208
O -4.604 -3.222 3.821
O -5.716 -1.350 3.186
O -6.444 -3.283 2.519
Li -6.400 0.537 2.849
Cs -4.296 -7.403 -0.060